--- w ---
This record from the OMol25 dataset describes one molecule with the formula C4H7N2P. The level of theory is the ωB97M-V functional and the def2-TZVPD basis.

ORCA input file:
```
! wB97M-V def2-TZVPD RIJCOSX def2/J DEFGRID3
* xyz 0 1
C 0.45884 1.29487 0.19831
C -0.03754 0.44233 1.08689
C -0.19288 -0.32378 -1.58100
C -0.03238 0.67370 2.54890
N -0.43007 -0.82105 0.69196
N -0.51196 -1.09699 -0.59198
P -0.35770 -0.50137 -3.30883
H 1.12221 1.90574 -0.22353
H 0.53959 -0.20456 3.00148
H 0.40778 1.62090 3.01426
H -1.07833 0.63650 3.01741
H -0.77679 -2.03181 -0.77476
H 0.07715 -1.75571 -3.36122
H 0.81209 0.16122 -3.71790
*
```

***

--- x ---
This record from the OMol25 dataset describes one molecule with the formula C4H7N2P. The level of theory is the ωB97M-V functional and the def2-TZVPD basis.

ORCA input file:
```
! wB97M-V def2-TZVPD RIJCOSX def2/J DEFGRID3
* xyz 0 1
C -1.02499 -1.75432 -0.09698
C -1.51290 -0.53165 -0.34729
C 0.81655 0.19596 0.10808
C 1.78968 1.29554 0.12368
N 0.24790 -2.08832 0.11380
N 1.10076 -1.05006 0.22004
P -2.14485 0.97565 0.22417
H -1.66298 -2.61976 -0.23559
H 1.35582 2.16810 0.60780
H 2.71675 1.01783 0.63454
H 2.02525 1.57094 -0.90553
H 2.04664 -1.41443 0.38887
H -3.50126 0.60905 0.18243
H -2.25236 1.62547 -1.01802
*
```

***

Verdict on stability: x comes out on top.

***

--- w ---
This record from the OMol25 dataset describes a 2-piece molecular cluster, C3H12N4 overall. The level of theory is the ωB97M-V functional and the def2-TZVPD basis.

ORCA input file:
```
! wB97M-V def2-TZVPD RIJCOSX def2/J DEFGRID3
* xyz 2 1
C -0.29907 -0.90524 0.56632
C -1.01388 0.51898 -2.15437
C -0.51832 0.91685 2.10486
N 0.10156 -0.02990 -1.53701
N 0.21688 -0.15056 1.47567
N 0.92345 -0.63872 -2.23638
N 1.48608 -0.23848 1.85713
H -1.36058 -0.84881 0.39519
H 0.22813 -1.78810 0.23976
H -1.93806 0.13477 -1.70753
H -1.03553 1.58717 -1.88368
H -1.05389 0.39629 -3.24171
H -1.50329 1.04002 1.66215
H -0.65416 0.69431 3.16732
H 0.03069 1.85784 2.03598
H 0.80618 -0.79465 -3.25259
H 1.79093 -0.98663 -1.81916
H 1.79304 0.32953 2.63649
H 1.99984 -1.09466 1.69155
*
```

***

--- x ---
This record from the OMol25 dataset describes a 2-piece molecular cluster, C3H12N4 overall. The level of theory is the ωB97M-V functional and the def2-TZVPD basis.

ORCA input file:
```
! wB97M-V def2-TZVPD RIJCOSX def2/J DEFGRID3
* xyz 2 1
C -0.19069 -0.77302 -1.61920
C -0.50609 -0.46131 2.09843
C 0.17512 0.65424 1.41443
N -0.92308 -0.13070 -2.47758
N -0.53976 1.81363 1.42521
N 0.89924 -1.34221 -1.95903
N 1.44712 0.60135 1.05843
H -0.47806 -1.26184 1.44384
H 0.03225 -0.74042 2.97032
H -1.59961 -0.10640 2.35193
H -1.85571 0.27877 -2.44361
H -0.46472 0.18857 -3.34716
H -1.27520 1.85695 2.10042
H -0.22589 2.72322 1.01257
H 1.50058 -2.06169 -1.49717
H 1.19053 -1.20554 -2.95743
H 1.65040 -0.27453 0.62845
H -0.70371 -1.11686 -0.70534
H 1.86730 1.35779 0.50247
*
```

***

Verdict on stability: x comes out on top.